Record 1
ORCA calculation (ωB97M-V with the def2-TZVPD basis set) on a structure of composition C24H66FN6O6Pd in a non-equilibrium geometry.

## Properties
Largest force on an atom: 2.4 eV Å⁻¹
DFT total energy: -53372.113 eV
Net charge: +1
Molecular weight: 660.25 g/mol
Relative energy (zero: lowest compared OMol25 entry of this formula, charge and spin): 25.5 kcal/mol
2S+1: 3
Lowest unoccupied orbital energy (alpha / beta): -2.32 / -4.57 eV

Each line ends with the Löwdin spin population.
Geometry (Å):
Pd  -0.28  0.35  2.86  1.53
F  0.27  -0.16  0.83  0.14
C  -0.24  -3.44  -0.42  0.00
C  0.58  -3.64  0.86  0.00
C  1.13  -5.05  1.01  0.00
O  1.98  -5.36  -0.09  0.00
C  2.43  -6.70  0.02  0.00
N  1.60  -2.61  1.02  0.00
H  -1.02  -4.20  -0.54  0.00
H  0.44  -3.62  -1.26  0.00
H  -0.60  -2.43  -0.56  0.00
H  -0.15  -3.53  1.68  0.00
H  0.33  -5.80  1.08  0.00
H  1.72  -5.02  1.93  0.00
H  3.29  -6.81  0.68  0.00
H  2.78  -7.01  -0.97  0.00
H  1.65  -7.45  0.17  0.00
H  2.22  -2.81  0.23  0.00
H  1.12  -1.72  0.85  0.00
C  -0.75  4.86  -1.35  0.00
C  -0.83  3.34  -1.49  0.00
C  -0.22  2.85  -2.81  0.00
O  -1.03  3.34  -3.90  0.00
C  -1.02  2.56  -5.06  0.00
N  -0.15  2.78  -0.31  0.00
H  -1.29  5.32  -2.18  0.00
H  0.27  5.23  -1.50  0.00
H  -1.18  5.10  -0.38  0.00
H  -1.90  3.13  -1.47  0.00
H  -0.21  1.77  -2.95  0.00
H  0.77  3.26  -3.01  0.00
H  -2.05  2.35  -5.37  0.00
H  -0.61  1.55  -4.88  0.00
H  -0.45  2.99  -5.88  0.00
H  0.78  3.20  -0.37  0.00
H  0.16  1.80  -0.27  0.00
C  3.34  -1.56  4.56  0.00
C  2.26  -0.51  4.17  0.00
C  2.69  0.57  3.16  0.00
O  1.59  1.49  2.91  0.08
C  2.10  2.65  2.29  0.01
N  1.13  -1.24  3.54  0.06
H  4.00  -1.07  5.28  0.00
H  4.01  -1.88  3.76  0.00
H  2.88  -2.39  5.09  0.00
H  1.98  -0.05  5.12  0.00
H  3.01  0.18  2.19  0.00
H  3.49  1.15  3.63  0.00
H  2.78  2.42  1.47  0.00
H  2.63  3.26  3.02  0.00
H  1.34  3.26  1.79  0.00
H  1.53  -1.98  2.94  0.00
H  0.76  -1.84  4.28  0.00
C  -2.07  -0.70  -3.09  0.00
C  -3.11  0.21  -2.47  0.00
C  -4.52  -0.32  -2.64  0.00
O  -4.77  -0.62  -3.99  0.00
C  -6.08  -1.15  -4.14  0.00
N  -2.89  0.22  -0.99  0.00
H  -1.07  -0.35  -2.81  0.00
H  -1.97  -0.64  -4.18  0.00
H  -2.12  -1.73  -2.74  0.00
H  -3.01  1.23  -2.82  0.00
H  -5.29  0.32  -2.19  0.00
H  -4.55  -1.25  -2.04  0.00
H  -6.83  -0.49  -3.70  0.00
H  -6.14  -2.12  -3.64  0.00
H  -6.21  -1.33  -5.20  0.00
H  -1.95  0.55  -0.82  0.00
H  -2.92  -0.73  -0.64  0.00
C  3.94  -0.12  -1.22  0.00
C  2.84  0.03  -2.25  0.00
C  2.52  -1.38  -2.80  0.00
O  1.40  -1.27  -3.65  0.00
C  1.22  -2.40  -4.47  0.00
N  1.65  0.58  -1.59  0.00
H  3.71  -0.80  -0.39  0.00
H  4.24  0.81  -0.72  0.00
H  4.89  -0.35  -1.72  0.00
H  3.15  0.75  -3.02  0.00
H  2.31  -2.05  -1.95  0.00
H  3.40  -1.78  -3.32  0.00
H  0.23  -2.33  -4.92  0.00
H  1.30  -3.36  -3.95  0.00
H  1.91  -2.43  -5.32  0.00
H  1.37  -0.15  -0.92  0.00
H  0.85  0.52  -2.21  0.00
C  -2.54  4.09  2.76  0.00
C  -1.49  3.04  3.12  0.00
C  -1.63  2.51  4.53  0.00
O  -0.55  1.61  4.79  0.06
C  -0.53  1.19  6.18  0.00
N  -1.57  1.92  2.13  0.07
H  -2.46  4.95  3.43  0.00
H  -3.57  3.73  2.78  0.00
H  -2.29  4.47  1.77  0.00
H  -0.51  3.48  2.93  0.00
H  -2.63  2.16  4.80  0.00
H  -1.42  3.42  5.11  0.00
H  -0.50  0.10  6.08  0.00
H  -1.42  1.42  6.76  0.00
H  0.36  1.54  6.69  0.00
H  -2.57  1.80  1.95  0.01
H  -1.21  2.34  1.26  0.00

Record 2
ORCA calculation (ωB97M-V with the def2-TZVPD basis set) on a cluster of 2 separate species, C10H15NS in total in a non-equilibrium geometry.

## Properties
Largest force on an atom: 9.4 eV Å⁻¹
DFT total energy: -22932.421 eV
Molecular weight: 181.30 g/mol
Relative energy (zero: lowest compared OMol25 entry of this formula, charge and spin): 0.0 kcal/mol
2S+1: 3
Lowest unoccupied orbital energy (alpha / beta): 0.88 / -3.18 eV

Each line ends with the Löwdin spin population.
Geometry (Å):
C  -2.68  -1.40  0.42  0.32
C  -2.66  0.79  -0.37  0.25
C  -1.27  -1.31  0.40  0.07
C  -3.35  -0.27  0.17  0.09
C  -1.32  0.75  -0.47  0.30
C  -0.56  1.81  -1.16  0.25
C  3.03  -1.07  -0.57  0.00
C  -4.87  -0.20  0.13  0.00
C  0.39  1.66  -2.01  0.47
C  3.89  -2.11  0.15  0.00
N  -0.58  -0.31  -0.09  0.14
S  3.91  0.56  -0.87  0.01
H  -3.07  -2.29  0.94  0.02
H  -3.30  1.61  -0.77  0.01
H  -0.78  -2.20  0.63  0.00
H  -1.08  2.74  -1.14  0.01
H  2.83  -1.31  -1.58  0.00
H  -5.29  -0.95  0.84  0.00
H  -5.22  0.77  0.25  0.00
H  -5.17  -0.40  -0.83  0.00
H  0.77  2.31  -2.77  0.03
H  2.13  -0.93  -0.08  0.00
H  1.02  0.79  -2.15  0.03
H  3.56  -3.10  0.05  0.00
H  4.04  -1.86  1.19  0.00
H  4.81  -2.07  -0.45  0.00
H  3.92  0.94  0.43  0.00

Record 3
ORCA calculation (ωB97M-V with the def2-TZVPD basis set) on a cluster of 2 separate species, CH7N3O in total in a non-equilibrium geometry.

## Properties
Structure (SMILES): N=C(N)N.O
Largest force on an atom: 5.3 eV Å⁻¹
DFT total energy: -7667.671 eV
Molecular weight: 77.09 g/mol
Relative energy (zero: lowest compared OMol25 entry of this formula, charge and spin): 42.8 kcal/mol
Lowest unoccupied orbital energy: 0.56 eV

Each line ends with the Mulliken charge.
Geometry (Å):
N  0.71  0.31  0.89  -0.71
C  0.46  -0.56  -0.07  0.67
N  1.60  -1.14  -0.63  -0.56
N  -0.77  -0.86  -0.61  -0.40
H  1.61  0.68  0.77  0.14
H  2.34  -0.47  -0.44  0.22
H  1.45  -1.46  -1.72  0.24
H  -0.84  -1.67  -1.22  0.21
H  -1.48  -0.12  -0.63  0.22
O  -2.00  1.60  1.44  -0.64
H  -1.09  1.39  1.31  0.33
H  -2.00  2.31  0.91  0.28

> What is the formula in the second record?

C10H15NS